Entry 1:
Computed, not measured: C40H41Br2I2N5O4SSn as an isolated structure, with ωB97M-V/def2-TZVPD.

Values from the calculation:
Orbital gap in eV: 6.90
2S+1: 1
Max |F| in eV Å⁻¹: 2.19
E_LUMO in Ha: 0.001
Energy in eV: -230740.5907
HOMO level in hartree: -0.2530
Energy above the lowest of the compared OMol25 structures with the same formula, charge and spin in kcal per mole: 15.9
Total charge: 0

Structure (XYZ):
```
96
Properties=species:S:1:pos:R:3:forces:R:3
Sn 0.1408 -0.6248 -0.5533 0.4 -0.6 -0.5
I 3.6602 -1.3544 -7.8634 -0.1 0.0 0.4
C 2.9368 -1.4560 -5.8733 0.2 0.1 -0.6
C 2.5890 -2.6797 -5.3292 0.0 0.0 -0.1
C 2.1102 -2.6999 -4.0418 -0.2 -0.5 0.4
I 1.5160 -4.5003 -3.1279 0.1 0.1 -0.2
C 1.9556 -1.5493 -3.2419 0.1 0.0 -0.6
O 1.5064 -1.6596 -2.0466 -0.7 0.3 1.2
C 2.3421 -0.3215 -3.8359 0.0 0.0 0.1
C 2.1777 0.9430 -3.0430 0.3 -0.1 -0.1
N 0.7766 1.1764 -2.7254 -0.1 0.3 0.1
C -0.0898 1.2888 -3.8749 0.0 0.0 -0.1
C -1.4816 0.7997 -3.5765 -0.1 0.3 -0.2
C -2.5524 1.2259 -4.3583 0.0 0.0 0.1
C -3.8172 0.7392 -4.0864 0.2 -0.1 0.1
C -3.9652 -0.1882 -3.0666 0.0 0.0 0.0
C -2.8436 -0.5605 -2.3455 -0.4 -0.1 0.0
N -1.6399 -0.0611 -2.5801 0.4 -0.2 0.1
C 2.8099 -0.2922 -5.1374 0.2 0.0 -0.1
H 2.6805 -3.5930 -5.8961 0.0 -0.1 0.0
H 2.6931 0.8256 -2.0858 0.1 0.1 0.0
H 2.6350 1.7869 -3.5902 0.0 -0.1 0.1
H 0.6931 1.9950 -2.1352 -0.1 -0.1 0.1
H -0.1343 2.3107 -4.2884 0.0 -0.2 0.0
H 0.3153 0.6385 -4.6588 -0.1 0.1 0.0
H -2.3888 1.9255 -5.1647 0.0 0.1 0.0
H -4.6673 1.0709 -4.6638 -0.1 0.0 -0.1
H -4.9275 -0.6169 -2.8393 -0.1 -0.1 0.1
H -2.8912 -1.2900 -1.5468 -0.1 -0.1 0.1
H 3.0933 0.6530 -5.5844 0.0 0.1 0.0
C 1.5777 0.2502 3.0255 0.0 -0.1 -0.1
C 0.9771 -1.1058 3.2018 -0.1 0.0 -0.1
C 1.0527 -1.7719 4.4404 -0.1 -0.4 0.0
C 0.4506 -2.9905 4.5857 0.1 0.3 0.1
C -0.2378 -3.5623 3.4967 0.0 0.1 -0.3
C -0.9535 -4.7718 3.5466 -0.3 -0.5 0.2
Br -1.0274 -5.7796 5.1751 0.0 0.1 -0.2
C -1.6493 -5.2360 2.4563 0.2 0.0 0.5
C -1.6202 -4.5162 1.2719 0.0 0.3 -0.6
Br -2.6166 -5.1076 -0.2347 0.0 -0.1 0.2
C -0.9135 -3.3174 1.1031 -0.2 -0.6 0.3
O -0.9420 -2.6708 0.0089 0.4 1.0 -0.9
C -0.2183 -2.8354 2.2729 -0.2 -0.6 0.4
N 0.3711 -1.6340 2.1661 0.2 0.4 -0.1
H 2.6639 0.1712 3.0065 0.1 0.1 0.0
H 1.3011 0.9081 3.8482 0.0 0.1 0.1
H 1.2315 0.6478 2.0747 0.1 0.2 0.0
H 1.5865 -1.3134 5.2593 0.0 0.1 0.1
H 0.4711 -3.5123 5.5328 0.0 0.0 0.0
H -2.2289 -6.1455 2.5145 0.0 0.0 0.0
N 6.8082 -1.9980 0.7614 0.3 -0.1 0.1
C 5.5257 -1.6018 0.5512 -0.5 0.1 0.1
C 4.4828 -2.5272 0.4348 0.1 0.1 0.0
C 3.1896 -2.0718 0.3042 0.1 -0.2 0.1
N 2.8597 -0.7854 0.2878 -0.3 0.3 -0.1
C 3.8487 0.0933 0.3768 0.1 0.1 0.0
C 5.1777 -0.2473 0.5123 0.1 -0.1 0.0
H 7.0552 -2.9576 0.5995 0.1 0.0 0.0
H 7.5443 -1.3175 0.7068 0.0 -0.1 -0.1
H 4.6980 -3.5822 0.4537 -0.1 -0.2 0.0
H 2.3649 -2.7613 0.2032 0.0 -0.2 0.0
H 3.5606 1.1369 0.3370 0.0 0.1 0.0
H 5.9421 0.5117 0.5994 0.0 0.1 0.0
C -1.6922 3.4838 1.7325 0.1 0.0 -0.1
C -0.2273 3.8033 1.9395 0.0 0.0 -0.6
S 0.6230 3.5221 0.3264 0.6 1.3 1.7
O 0.5448 2.0658 0.1051 0.0 -1.0 -0.4
C 2.3446 3.8298 0.9389 -0.6 0.2 -0.5
C 3.2009 4.1760 -0.2657 0.0 0.0 0.1
H -2.2247 3.4199 2.6766 -0.1 0.1 0.1
H -1.7761 2.5253 1.2312 -0.1 -0.1 0.0
H -2.1666 4.2389 1.1123 -0.1 0.1 -0.1
H 0.2287 3.1321 2.6632 0.2 -0.1 0.0
H -0.0687 4.8418 2.2252 0.1 0.1 0.0
H 2.6682 2.9193 1.4421 -0.2 -0.1 0.1
H 2.3131 4.6548 1.6467 -0.1 0.1 0.1
H 3.2476 3.3406 -0.9606 0.0 -0.1 -0.1
H 4.2145 4.4306 0.0351 0.1 0.0 0.0
H 2.7676 5.0302 -0.7839 0.1 0.1 -0.1
C -3.1704 -0.9769 2.2609 0.3 -0.1 -0.2
C -3.2930 0.2556 1.4181 0.0 -0.3 0.2
O -2.4497 0.5540 0.5940 -0.2 -0.1 -0.1
C -4.4789 1.1155 1.6470 -0.3 0.5 -0.2
C -4.7138 2.1769 0.7718 0.1 -0.1 0.0
C -5.7893 3.0203 0.9668 0.0 0.1 -0.1
C -6.6583 2.8042 2.0243 0.0 0.0 0.1
C -6.4427 1.7431 2.8895 -0.1 0.1 0.0
C -5.3572 0.9079 2.7095 0.2 0.0 -0.1
H -2.2803 -1.5117 1.9510 -0.1 0.0 0.0
H -4.0422 -1.6183 2.1491 -0.1 0.0 0.0
H -3.0788 -0.7085 3.3120 0.0 0.0 0.1
H -4.0394 2.3168 -0.0605 0.1 0.0 0.0
H -5.9562 3.8474 0.2937 0.0 0.1 -0.1
H -7.5020 3.4608 2.1763 -0.1 0.0 0.0
H -7.1239 1.5652 3.7072 -0.1 0.0 0.1
H -5.1875 0.1030 3.4055 0.0 -0.1 0.1
```
Positions in Å, forces in eV/Å.

Entry 2:
Computed, not measured: C40H41BrCsN9OS as an isolated structure, with ωB97M-V/def2-TZVPD.

Values from the calculation:
Orbital gap in eV: 8.15
2S+1: 1
Max |F| in eV Å⁻¹: 0.49
E_LUMO in Ha: -0.161
Energy in eV: -139019.5621
HOMO level in hartree: -0.4607
Energy above the lowest of the compared OMol25 structures with the same formula, charge and spin in kcal per mole: 27.9
Total charge: +2

Structure (XYZ):
```
94
Properties=species:S:1:pos:R:3:forces:R:3
Cs -0.3322 1.1090 0.2372 -0.1 -0.2 0.3
C -4.7890 3.2346 -0.0183 0.0 0.0 0.0
C -4.6827 4.3468 -0.8380 0.0 -0.1 0.0
C -3.6623 4.3889 -1.7718 0.0 0.0 0.0
C -2.7791 3.3125 -1.8750 -0.2 0.2 0.1
N -2.8797 2.2473 -1.0767 0.0 0.0 -0.1
C -3.8573 2.2225 -0.1743 -0.1 0.0 0.0
C -1.6810 3.3329 -2.8822 0.1 0.1 -0.3
C -1.8100 4.1082 -4.0342 0.0 0.0 0.1
C -0.7531 4.1591 -4.9216 0.0 0.0 0.0
C 0.3825 3.4199 -4.6528 0.0 0.0 0.0
C 0.4191 2.6256 -3.5068 -0.2 0.2 -0.1
N -0.5948 2.5991 -2.6390 0.0 0.0 0.1
C 1.5969 1.7563 -3.2172 0.2 -0.2 -0.1
C 2.6089 1.5689 -4.1603 0.0 0.0 0.0
C 3.6688 0.7291 -3.8670 0.0 0.0 0.0
C 3.6980 0.0905 -2.6396 0.0 0.0 0.0
C 2.6548 0.3366 -1.7630 0.1 -0.1 0.0
N 1.6327 1.1390 -2.0336 0.0 0.1 -0.2
H -5.5665 3.1593 0.7302 0.0 0.0 0.0
H -5.3758 5.1720 -0.7452 0.0 0.0 0.0
H -3.5420 5.2633 -2.3941 0.0 0.0 0.0
H -3.8916 1.3381 0.4567 0.0 0.0 0.0
H -2.7181 4.6534 -4.2432 0.0 0.0 0.0
H -0.8159 4.7672 -5.8138 0.0 0.0 0.0
H 1.2155 3.4717 -5.3359 0.0 0.0 0.0
H 2.5851 2.0576 -5.1214 -0.1 0.0 0.0
H 4.4589 0.5727 -4.5894 0.0 0.0 0.0
H 4.5046 -0.5744 -2.3634 0.0 0.0 0.0
H 2.6360 -0.1357 -0.7870 0.0 0.0 0.1
C 4.2081 -1.7691 2.1492 0.1 0.0 0.0
C 2.9582 -1.3564 1.6775 -0.1 0.0 0.0
N 2.4055 -0.1964 1.9717 -0.2 -0.1 -0.1
C 3.0871 0.6579 2.7624 0.3 -0.2 0.1
C 4.3736 0.3509 3.2569 -0.2 -0.1 -0.2
C 4.9188 -0.9046 2.9406 -0.1 0.0 0.0
C 5.0955 1.2952 4.0545 0.0 0.1 0.1
C 4.5527 2.4904 4.3607 0.1 -0.1 0.0
C 3.2338 2.8270 3.9178 -0.2 -0.1 -0.1
C 2.6335 4.0484 4.2716 0.0 -0.1 -0.1
C 1.3478 4.3066 3.8737 0.1 0.0 0.1
C 0.6883 3.3362 3.1120 0.0 0.0 -0.1
N 1.2305 2.1995 2.7316 -0.1 0.0 0.0
C 2.4873 1.9268 3.1288 0.1 0.2 0.2
H 4.6001 -2.7435 1.8916 0.0 0.0 0.0
H 2.3791 -2.0070 1.0256 0.0 0.0 0.0
H 5.8911 -1.1698 3.3372 0.0 0.0 0.0
H 6.0845 1.0193 4.3980 0.0 0.1 0.0
H 5.0878 3.2172 4.9589 0.0 0.0 0.0
H 3.1984 4.7610 4.8596 0.0 0.0 0.0
H 0.8504 5.2277 4.1439 0.0 0.0 0.0
H -0.3398 3.5022 2.7990 0.0 0.1 0.0
Br -6.7564 2.1895 4.4010 0.2 -0.1 0.0
C -5.0208 1.5292 4.0300 -0.2 0.1 0.0
C -3.9015 2.2613 4.3869 0.0 0.0 0.0
C -2.6583 1.7434 4.0526 -0.1 0.0 0.0
N -2.4856 0.5942 3.4051 0.2 -0.1 -0.1
C -3.5747 -0.1089 3.1063 0.0 0.0 -0.1
C -4.8647 0.3076 3.3949 -0.1 0.0 0.0
H -3.9883 3.2026 4.9106 0.0 0.0 0.0
H -1.7573 2.2826 4.3241 0.0 0.0 0.0
H -3.4049 -1.0564 2.6029 0.0 0.0 0.0
H -5.7247 -0.2953 3.1383 0.0 0.0 0.0
S 0.2762 -4.0204 -2.4045 -0.2 0.3 0.1
C 1.7240 -4.8582 -2.6102 0.1 -0.2 -0.1
N 1.9874 -5.4940 -3.7838 0.1 0.0 0.2
C 3.1266 -6.1826 -4.0409 0.1 -0.1 0.0
C 4.0966 -6.2730 -3.0949 0.1 0.0 0.0
C 3.8857 -5.6334 -1.8582 -0.1 0.0 -0.1
C 2.7295 -4.9396 -1.6215 0.1 -0.1 -0.1
H 1.2767 -5.4229 -4.4978 0.0 0.0 0.0
H 3.2083 -6.6407 -5.0155 -0.1 0.0 0.0
H 5.0013 -6.8260 -3.2959 0.0 0.0 0.0
H 4.6453 -5.6969 -1.0901 0.0 0.0 0.0
H 2.5401 -4.4477 -0.6797 0.0 0.0 0.0
C -0.8030 -2.9350 3.2042 0.0 0.0 0.0
O -0.5154 -2.3504 1.9335 -0.1 0.0 -0.1
H -1.1636 -2.1883 3.9155 0.0 0.0 0.0
H 0.0739 -3.4358 3.6215 0.0 0.0 0.0
H -1.5820 -3.6793 3.0501 0.0 0.0 0.0
H 0.1675 -1.6873 2.0722 0.1 0.1 0.1
N -2.7544 -4.4296 -2.2655 0.0 0.2 0.0
C -3.5331 -3.2047 -1.9027 0.0 0.5 0.2
C -2.6213 -2.1807 -1.2066 -0.1 -0.2 0.0
N -3.3109 -0.9858 -0.7707 0.0 -0.1 0.0
H -3.3238 -5.1135 -2.7599 0.0 -0.1 0.0
H -2.3637 -4.8629 -1.4271 0.0 -0.1 0.0
H -1.9150 -4.1938 -2.8332 -0.1 -0.2 0.0
H -4.3477 -3.5006 -1.2430 0.0 -0.1 0.0
H -3.9566 -2.7864 -2.8145 0.0 -0.1 0.0
H -1.8251 -1.8917 -1.8975 0.1 0.0 0.1
H -2.1478 -2.6477 -0.3369 0.1 0.0 0.0
H -4.0737 -1.1957 -0.1383 0.0 0.0 0.0
H -3.6682 -0.4367 -1.5430 0.1 0.1 0.0
```
Positions in Å, forces in eV/Å.